# C2H9NP

The ion C2H9NP with charge +1 (ωB97M-V/def2-TZVPD, the Open Molecules 2025 dataset).

```
13
Properties=species:S:1:pos:R:3
N 0.13 -1.08 -1.42
C -0.17 -0.69 -0.01
C 0.33 0.77 0.40
P 0.20 0.91 2.26
H -0.41 -0.59 -2.05
H -0.12 -2.05 -1.64
H 1.09 -0.95 -1.70
H 0.15 -1.31 0.83
H -1.24 -0.58 0.02
H -0.40 1.45 -0.19
H 1.34 0.86 -0.07
H -1.11 1.18 2.34
H 0.46 2.16 2.35
```

Its calculated total energy is -477.3962 hartree. The gap between HOMO and LUMO is 9.479 eV. The SMILES is [NH3+]CCP. The HOMO energy is -13.433 eV. As for the net charge: +1. The value obtained for the largest force on an atom is 0.07114 hartree/bohr. The LUMO energy is -3.95 eV.

---

# C2H9NS

A structure of composition C2H9NS (ωB97M-V/def2-TZVPD, the Open Molecules 2025 dataset).

```
13
Properties=species:S:1:pos:R:3
N -1.41 -0.99 2.18
H -1.15 -1.68 2.85
H 3.57 0.85 0.29
H -2.12 -0.50 2.71
H -2.05 -1.36 1.49
C 0.44 0.22 -1.86
C -0.37 0.39 -0.65
S -1.12 1.19 -2.22
H 3.51 1.01 -0.53
H 0.54 -0.83 -2.08
H 1.22 0.96 -2.00
H -1.14 -0.36 -0.31
H 0.09 1.08 0.11
```

Its calculated total energy is -534.4007 hartree. The gap between HOMO and LUMO (spin up / spin down) is 2.276 / 8.902 eV. The spin multiplicity is 2. The HOMO energy (spin up / spin down) is 1.178 / -5.246 eV. As for the net charge: -1. The value obtained for the largest force on an atom is 0.04999 hartree/bohr. The LUMO energy (spin up / spin down) is 3.45 / 3.66 eV.

---

# C2H9NS

A cluster of 2 separate species, C2H9NS in total (ωB97M-V/def2-TZVPD, the Open Molecules 2025 dataset).

```
13
Properties=species:S:1:pos:R:3
S -1.85 3.66 0.71
H -2.24 3.39 1.96
C -0.23 -1.25 -1.16
C 0.68 -1.10 0.03
N 0.73 0.31 0.49
H -0.14 -2.26 -1.59
H -1.29 -1.21 -0.92
H -0.04 -0.51 -1.93
H 0.55 -1.80 0.85
H 1.71 -1.30 -0.30
H 1.59 0.85 0.18
H 0.64 0.41 1.52
H -0.10 0.82 0.15
```

Its calculated total energy is -534.4529 hartree. The gap between HOMO and LUMO (spin up / spin down) is 4.132 / 6.330 eV. The spin multiplicity is 2. The HOMO energy (spin up / spin down) is -0.492 / -2.885 eV. As for the net charge: -1. The value obtained for the largest force on an atom is 0.03272 hartree/bohr. The LUMO energy (spin up / spin down) is 3.64 / 3.44 eV.

---

# C2H9NS

A cluster of 2 separate species, C2H9NS in total (ωB97M-V/def2-TZVPD, the Open Molecules 2025 dataset).

```
13
Properties=species:S:1:pos:R:3
S 0.52 -1.18 1.52
H 0.55 -1.80 0.33
C -1.52 0.39 -0.46
N -0.45 0.96 -1.37
C 0.97 0.93 -0.90
H -2.46 0.56 -1.00
H -1.45 0.90 0.49
H -1.32 -0.65 -0.28
H -0.52 0.51 -2.27
H -0.70 1.94 -1.51
H 1.34 -0.08 -0.93
H 1.54 1.57 -1.56
H 1.00 1.29 0.12
```

Its calculated total energy is -534.4452 hartree. The gap between HOMO and LUMO is 5.704 eV. The HOMO energy is -6.197 eV. The value obtained for the largest force on an atom is 0.01080 hartree/bohr. The LUMO energy is -0.49 eV.

---

# C2H9NS

A structure of composition C2H9NS (ωB97M-V/def2-TZVPD, the Open Molecules 2025 dataset).

```
13
Properties=species:S:1:pos:R:3
N -1.33 3.05 -1.02
H -0.99 4.00 -1.17
H 4.19 -0.11 1.20
H -2.35 3.02 -1.31
H -1.04 2.56 -1.88
C 0.51 -1.22 1.27
C -0.32 -0.09 0.71
S 0.29 -1.27 -0.50
H 3.52 -0.33 1.60
H 1.24 -0.88 2.02
H 0.22 -2.20 1.37
H 0.13 0.87 0.59
H -1.40 -0.14 0.76
```

Its calculated total energy is -534.4261 hartree. The gap between HOMO and LUMO is 9.259 eV. The HOMO energy is -8.418 eV. The value obtained for the largest force on an atom is 0.06046 hartree/bohr. The LUMO energy is 0.84 eV.

---

# C2H9NS

A cluster of 2 separate species, C2H9NS in total (ωB97M-V/def2-TZVPD, the Open Molecules 2025 dataset).

```
13
Properties=species:S:1:pos:R:3
C 1.61 -0.70 0.60
S -0.05 -0.54 -0.09
C 0.30 -0.79 -1.86
H 2.15 0.24 0.60
H 2.25 -1.44 0.14
H 1.44 -1.00 1.64
H -0.56 -1.32 -2.24
H 0.13 0.14 -2.41
H 1.29 -1.19 -2.03
N -1.86 2.17 1.26
H -1.60 1.20 1.37
H -1.65 2.71 2.09
H -1.29 2.47 0.47
```

Its calculated total energy is -534.5164 hartree. The gap between HOMO and LUMO is 9.573 eV. The SMILES is CSC.N. The HOMO energy is -8.577 eV. The value obtained for the largest force on an atom is 0.03734 hartree/bohr. The LUMO energy is 1.00 eV.

---

# C2H9NS

A cluster of 3 separate species, C2H9NS in total (ωB97M-V/def2-TZVPD, the Open Molecules 2025 dataset).

```
13
Properties=species:S:1:pos:R:3
N -0.66 -0.32 -3.70
H 0.03 0.40 -3.47
H -1.81 -1.69 6.44
H -0.51 -1.08 -3.11
H -1.62 -0.05 -3.63
C 1.88 0.50 0.12
C 0.41 0.43 0.27
S 0.09 1.95 -0.72
H -2.50 -1.64 6.14
H 2.22 1.13 0.89
H 2.51 0.02 -0.54
H 0.29 0.76 1.32
H -0.32 -0.41 0.00
```

Its calculated total energy is -534.3910 hartree. The gap between HOMO and LUMO is 7.399 eV. The HOMO energy is -8.624 eV. The value obtained for the largest force on an atom is 0.10234 hartree/bohr. The LUMO energy is -1.22 eV.

---

# C2H9NS2

A cluster of 2 separate species, C2H9NS2 in total (ωB97M-V/def2-TZVPD, the Open Molecules 2025 dataset).

```
14
Properties=species:S:1:pos:R:3
C 3.57 -1.02 1.94
C 2.47 -0.45 0.90
N 1.76 -1.40 -0.03
H 3.24 -1.94 2.58
H 3.95 -0.32 2.77
H 4.36 -1.32 1.24
H 3.06 0.21 0.22
H 1.72 0.10 1.55
H 1.17 -0.92 -0.78
H 1.04 -1.91 0.48
S -2.00 1.32 0.14
S -2.03 0.23 -1.67
H -0.86 0.76 0.61
H -1.82 -0.93 -0.94
```

Its calculated total energy is -932.6719 hartree. The gap between HOMO and LUMO is 9.198 eV. The SMILES is CCN.SS. The HOMO energy is -9.124 eV. The value obtained for the largest force on an atom is 0.04274 hartree/bohr. The LUMO energy is 0.07 eV.